Computed, not measured: a 11-piece molecular cluster, C44H110O22 overall at a distorted geometry, with ωB97M-V/def2-TZVPD.

Positions of all 176 atoms, in Å:
C1 -1.56927 0.78792 -1.74412
O1 -0.34412 0.37537 -1.20693
C2 -0.34085 -0.88292 -0.57430
C3 1.07286 -1.04751 -0.05748
O2 1.23811 -2.34104 0.40414
C4 2.54151 -2.59284 0.92220
H1 -1.40291 1.78683 -2.15905
H2 -2.39518 0.83312 -1.02705
H3 -1.88161 0.21900 -2.63013
H4 -0.64587 -1.62965 -1.31758
H5 -0.98773 -0.90799 0.31021
H6 1.20114 -0.22725 0.66727
H7 1.74498 -0.74488 -0.87452
H8 2.59509 -3.64902 1.17417
H9 2.70624 -1.90825 1.76007
H10 3.28555 -2.40011 0.14378
C5 -0.51404 1.19871 8.83842
O3 -0.83911 0.81396 7.53420
C6 -0.58296 1.80698 6.57776
C7 -1.62151 1.75674 5.46579
O4 -1.37811 0.63488 4.66637
C8 -1.96335 0.71988 3.39791
H11 -0.77512 0.40204 9.53166
H12 -1.04824 2.11361 9.13102
H13 0.56026 1.39891 8.96807
H14 0.37819 1.60228 6.08514
H15 -0.54542 2.81573 7.00227
H16 -1.50850 2.70136 4.91208
H17 -2.62429 1.69664 5.90702
H18 -3.05720 0.66452 3.38540
H19 -1.57572 -0.08313 2.77133
H20 -1.64729 1.63567 2.87080
C9 2.78971 1.78087 1.83185
O5 3.04547 3.07175 2.29664
C10 1.92290 3.90822 2.11299
C11 2.29720 5.31818 2.47608
O6 1.16745 6.14625 2.35664
C12 1.43286 7.44780 2.80679
H21 2.62660 1.73899 0.74406
H22 1.91947 1.29132 2.29211
H23 3.66512 1.16267 2.02341
H24 1.09414 3.54899 2.74071
H25 1.55953 3.87065 1.07687
H26 3.13078 5.65204 1.83533
H27 2.72896 5.35826 3.48972
H28 1.50499 7.48236 3.89978
H29 0.59918 8.08930 2.51589
H30 2.32729 7.86922 2.33432
C13 1.98837 -6.93903 6.45426
O7 2.06368 -6.25194 5.24260
C14 0.84560 -6.24959 4.54400
C15 1.12181 -5.83512 3.12577
O8 -0.07308 -5.81353 2.41113
C16 0.13495 -5.36813 1.08093
H31 1.13980 -6.59790 7.06387
H32 2.90156 -6.82684 7.03447
H33 1.85193 -8.02252 6.30483
H34 0.13738 -5.55372 5.01442
H35 0.35397 -7.23348 4.54598
H36 1.92356 -6.42625 2.65191
H37 1.58599 -4.82656 3.10867
H38 0.14545 -4.27187 1.12102
H39 -0.73677 -5.64253 0.49235
H40 1.09525 -5.70442 0.68473
C17 -5.24703 6.62479 -3.84951
O9 -4.33510 5.54225 -3.90167
C18 -4.60818 4.62479 -4.93401
C19 -3.51944 4.43864 -5.96040
O10 -2.39950 3.70794 -5.51607
C20 -1.72872 4.22088 -4.37692
H41 -4.84780 7.39953 -3.19808
H42 -6.19947 6.28427 -3.42835
H43 -5.39466 7.05387 -4.84378
H44 -5.54528 4.85659 -5.45772
H45 -4.81556 3.63708 -4.49455
H46 -3.29165 5.38660 -6.48105
H47 -3.91854 3.83711 -6.78528
H48 -0.98273 3.46265 -4.14990
H49 -2.37884 4.39932 -3.52082
H50 -1.25811 5.17417 -4.64533
C21 -7.04250 -0.21298 -4.33131
O11 -5.96000 0.59025 -3.93541
C22 -4.82566 0.45990 -4.74390
C23 -4.14825 -0.90000 -4.71186
O12 -3.77034 -1.17007 -3.38849
C24 -3.07219 -2.37415 -3.24389
H51 -7.82403 -0.06732 -3.58873
H52 -6.78963 -1.27775 -4.35197
H53 -7.40716 0.08666 -5.32139
H54 -4.09328 1.20613 -4.41751
H55 -4.96146 0.75876 -5.79887
H56 -3.21301 -0.77764 -5.28848
H57 -4.73454 -1.66764 -5.23148
H58 -2.08652 -2.31594 -3.73991
H59 -3.59707 -3.20987 -3.72045
H60 -2.88432 -2.56395 -2.19002
C25 7.85245 -2.30906 1.45002
O13 7.21601 -1.04522 1.48000
C26 5.89350 -1.06111 1.02680
C27 5.78185 -0.97797 -0.49885
O14 4.50061 -0.50247 -0.84330
C28 4.35506 -0.41274 -2.23948
H61 8.91930 -2.14603 1.29553
H62 7.47989 -2.87127 0.59105
H63 7.73308 -2.85007 2.39176
H64 5.34914 -0.23360 1.47643
H65 5.39172 -1.99950 1.30326
H66 5.89976 -1.99507 -0.91448
H67 6.58173 -0.38030 -0.95810
H68 4.61740 -1.36686 -2.73025
H69 5.05284 0.32149 -2.65491
H70 3.30236 -0.26134 -2.46160
C29 0.65473 0.49454 -4.08399
O15 1.83689 0.45564 -4.84220
C30 2.32395 1.74181 -5.10868
C31 3.74501 1.67777 -5.58510
O16 3.78673 1.08859 -6.84973
C32 5.10979 0.90241 -7.30541
H71 -0.17293 0.88550 -4.70043
H72 0.77133 1.16263 -3.22603
H73 0.33006 -0.47937 -3.72385
H74 2.25667 2.37507 -4.21317
H75 1.74496 2.23789 -5.90420
H76 4.36071 1.12223 -4.85852
H77 4.14166 2.70681 -5.57167
H78 5.06152 0.60873 -8.35243
H79 5.57928 0.11689 -6.70548
H80 5.69258 1.83038 -7.27661
C33 -6.24656 0.50749 0.25069
O17 -5.18283 -0.20413 0.77999
C34 -5.08444 -1.55580 0.34299
C35 -3.70648 -2.01005 0.74288
O18 -3.68181 -2.29553 2.11995
C36 -2.43945 -2.77374 2.55783
H81 -6.64897 0.20173 -0.72967
H82 -5.99240 1.55839 0.09756
H83 -7.12309 0.47676 0.91721
H84 -5.18944 -1.49830 -0.74539
H85 -5.81442 -2.21732 0.82228
H86 -3.01133 -1.23449 0.40852
H87 -3.48517 -2.94796 0.20115
H88 -2.44140 -2.81960 3.64723
H89 -1.57052 -2.16055 2.29071
H90 -2.23477 -3.79862 2.21534
C37 6.00633 -8.06080 0.82900
O19 6.52768 -7.26669 -0.20928
C38 6.63789 -5.89276 0.08011
C39 5.31370 -5.16286 0.07756
O20 4.42475 -5.50739 1.12454
C40 4.78697 -4.94254 2.35328
H91 4.94266 -7.89527 1.01975
H92 6.61576 -7.96351 1.73279
H93 6.03577 -9.10365 0.49898
H94 7.17264 -5.50376 -0.79667
H95 7.30352 -5.69507 0.92905
H96 4.82073 -5.37618 -0.87291
H97 5.44837 -4.06846 0.08577
H98 4.16639 -5.36927 3.13986
H99 4.56107 -3.86009 2.39907
H100 5.85414 -5.00350 2.58531
C41 -2.57075 4.70485 2.56810
O21 -2.02520 4.37095 1.31743
C42 -2.88223 3.55837 0.52822
C43 -4.13069 4.29599 0.06151
O22 -5.31511 3.89367 0.69786
C44 -6.44271 4.60693 0.29570
H101 -2.92088 3.80963 3.11345
H102 -3.47113 5.32592 2.47277
H103 -1.79625 5.17152 3.16979
H104 -3.02807 2.61392 1.06401
H105 -2.30899 3.37253 -0.38095
H106 -4.24290 4.20090 -1.03157
H107 -3.92105 5.37061 0.20116
H108 -7.31271 4.25367 0.85296
H109 -6.65512 4.44228 -0.76957
H110 -6.37717 5.67747 0.53430

* HOMO level: -9.29 eV
* energy: -92442.4380 eV
* total charge: 0
* SMILES: COCCOC.COCCOC.COCCOC.COCCOC.COCCOC.COCCOC.COCCOC.COCCOC.COCCOC.COCCOC.COCCOC